{
  "formula": "C47H54F9N4O28P",
  "method": "the ωB97M-V functional and the def2-TZVPD basis",
  "homo_energy_ev": -9.771,
  "homo_lumo_gap_ev": 9.1363,
  "smiles": "CCCCCCC[C@@](C#N)(Cc1ccc(C)cc1)[C@](C#N)(OC#N)[PH2]=N.O=C1OC[C@@H](F)O1.O=C1OC[C@@H](F)O1.O=C1OC[C@@H](F)O1.O=C1OC[C@@H](F)O1.O=C1OC[C@@H](F)O1.O=C1OC[C@@H](F)O1.O=C1OC[C@@H](F)O1.O=C1OC[C@@H](F)O1.O=C1OC[C@@H](F)O1",
  "fmax_ev_per_a": 2.00,
  "symbols": ["C", "C", "C", "C", "C", "C", "C", "C", "C", "N", "C", "C", "C", "C", "C", "C", "C", "C", "C", "C", "N", "O", "C", "N", "P", "N", "H", "H", "H", "H", "H", "H", "H", "H", "H", "H", "H", "H", "H", "H", "H", "H", "H", "H", "H", "H", "H", "H", "H", "H", "H", "H", "H", "C", "C", "O", "C", "O", "O", "F", "H", "H", "H", "C", "C", "O", "C", "O", "O", "F", "H", "H", "H", "C", "C", "O", "C", "O", "O", "F", "H", "H", "H", "C", "C", "O", "C", "O", "O", "F", "H", "H", "H", "C", "C", "O", "C", "O", "O", "F", "H", "H", "H", "C", "C", "O", "C", "O", "O", "F", "H", "H", "H", "C", "C", "O", "C", "O", "O", "F", "H", "H", "H", "C", "C", "O", "C", "O", "O", "F", "H", "H", "H", "C", "C", "O", "C", "O", "O", "F", "H", "H", "H"],
  "coordinates": [[5.69729, -1.99840, -2.71287], [4.32450, -1.37430, -2.96774], [3.95193, -1.29036, -4.46532], [2.63833, -2.01330, -4.79729], [1.81567, -1.37305, -5.94107], [0.38835, -0.94592, -5.56321], [-0.46021, -2.10818, -5.04133], [-1.62076, -1.73718, -4.08484], [-2.51320, -0.86633, -4.85824], [-3.23144, -0.19427, -5.44576], [-2.45548, -3.01116, -3.78072], [-1.70016, -4.24618, -3.32274], [-0.62663, -4.26297, -2.43837], [0.01685, -5.44012, -2.10437], [-0.39701, -6.65671, -2.63532], [0.32456, -7.92067, -2.28468], [-1.48344, -6.64913, -3.49596], [-2.11413, -5.46714, -3.84010], [-1.16170, -0.94103, -2.79952], [-1.31684, 0.50371, -2.98276], [-1.42309, 1.63436, -3.13807], [0.25480, -1.21322, -2.52236], [0.97065, -0.23646, -2.06492], [1.65169, 0.59398, -1.66094], [-2.19638, -1.25790, -1.26885], [-3.65552, -0.72271, -1.38908], [5.66002, -3.08146, -2.81531], [6.45318, -1.58297, -3.37520], [6.00016, -1.79512, -1.68705], [3.59105, -1.97700, -2.43040], [4.30625, -0.38940, -2.50728], [4.76284, -1.78402, -4.99635], [3.88399, -0.24429, -4.75543], [2.87448, -3.04021, -5.07520], [2.01434, -2.09104, -3.91267], [2.34887, -0.50481, -6.32014], [1.71695, -2.10342, -6.74471], [-0.06206, -0.54560, -6.47082], [0.45113, -0.11071, -4.86302], [0.15854, -2.89382, -4.62136], [-0.95946, -2.55009, -5.90440], [-3.28613, -2.78177, -3.11115], [-2.91780, -3.29070, -4.72450], [-0.24811, -3.35734, -1.99228], [0.84913, -5.42230, -1.41435], [0.12402, -8.23385, -1.26566], [1.39348, -7.72141, -2.36530], [0.10002, -8.71046, -2.99426], [-1.84638, -7.58134, -3.90497], [-2.95537, -5.50504, -4.51906], [-1.46828, -0.60755, -0.25420], [-2.21240, -2.62474, -0.96229], [-3.89644, -0.28931, -2.27212], [0.82879, 4.16049, 0.18841], [0.50956, 3.58566, 1.55058], [1.64312, 3.95823, 2.30623], [2.13680, 5.10746, 1.76462], [2.89400, 5.80510, 2.35105], [1.61594, 5.31757, 0.54073], [0.42716, 2.23195, 1.51741], [1.43323, 3.46959, -0.40173], [-0.05108, 4.44451, -0.37699], [-0.38815, 3.98724, 2.02168], [2.24348, 5.00728, 5.79792], [3.34186, 5.97653, 6.16390], [3.71002, 5.52794, 7.46281], [3.43894, 4.19752, 7.53212], [3.85310, 3.46055, 8.36363], [2.63733, 3.82733, 6.50822], [2.89774, 7.25319, 6.23997], [1.27042, 5.33624, 6.14888], [2.18895, 4.81242, 4.72949], [4.21581, 5.94444, 5.51315], [-1.30707, 2.46527, 7.41427], [-1.49458, 3.96486, 7.44655], [-2.63090, 4.14573, 6.62830], [-3.37790, 3.00338, 6.69430], [-4.49829, 2.90930, 6.32423], [-2.65296, 2.00480, 7.24685], [-0.43227, 4.59943, 6.88242], [-0.70952, 2.16118, 6.55356], [-0.86675, 2.06312, 8.32292], [-1.68504, 4.38656, 8.43396], [-3.47854, -8.26511, 1.14278], [-2.38043, -7.58979, 0.35016], [-2.39158, -8.31458, -0.86376], [-3.66044, -8.79106, -1.04539], [-4.07522, -9.21566, -2.06737], [-4.36482, -8.69464, 0.10562], [-1.16602, -7.72380, 0.94041], [-3.09494, -9.13172, 1.68273], [-3.98939, -7.60062, 1.83340], [-2.55376, -6.53308, 0.13701], [4.30348, 0.90600, 4.87653], [4.37924, 2.16544, 4.04288], [5.29190, 1.80076, 3.02475], [5.20397, 0.45032, 2.85349], [5.63953, -0.14420, 1.92795], [4.53888, -0.10891, 3.89301], [4.88769, 3.20617, 4.74926], [5.09638, 0.88438, 5.62542], [3.34070, 0.76355, 5.35801], [3.43147, 2.46461, 3.59110], [-2.91689, 2.62106, -7.44388], [-1.86167, 2.48469, -8.51874], [-2.62963, 2.51285, -9.70287], [-3.76358, 3.23430, -9.44732], [-4.49319, 3.65558, -10.27584], [-3.91634, 3.39980, -8.11272], [-1.19511, 1.30358, -8.44101], [-3.33115, 1.65261, -7.16499], [-2.56524, 3.13079, -6.55095], [-1.13076, 3.29494, -8.54797], [0.40353, -2.54920, 7.05671], [1.36080, -1.37779, 7.00074], [0.69860, -0.41220, 7.79160], [-0.07800, -1.07573, 8.69937], [-0.56545, -0.57737, 9.65364], [-0.19933, -2.37529, 8.34266], [1.51437, -0.89591, 5.74191], [-0.35882, -2.46831, 6.28061], [0.89381, -3.51588, 6.98982], [2.34689, -1.57412, 7.42483], [-0.01491, 6.35570, -3.56091], [-0.86826, 7.60505, -3.63308], [-2.02235, 7.22379, -2.90470], [-1.65150, 6.27568, -2.00380], [-2.29694, 5.91773, -1.07880], [-0.42021, 5.79785, -2.30788], [-1.21863, 7.91405, -4.90243], [-0.26162, 5.66164, -4.36526], [1.05260, 6.55560, -3.56555], [-0.42571, 8.48525, -3.16449], [-3.20258, 0.61402, 2.35962], [-3.47974, 0.00666, 3.71928], [-2.35514, 0.43828, 4.46823], [-1.90984, 1.59719, 3.91043], [-1.13839, 2.33401, 4.42543], [-2.46387, 1.78885, 2.69402], [-3.49777, -1.34867, 3.68452], [-2.56271, -0.01843, 1.74353], [-4.10364, 0.86170, 1.80616], [-4.39353, 0.36021, 4.19790]],
  "forces_ev_per_a": [[-0.25, 0.15, 0.35], [0.28, -0.13, -0.03], [-0.22, -0.41, 0.78], [-0.08, 0.16, -0.45], [-0.17, -0.51, 0.29], [0.45, 0.17, -0.09], [0.07, 0.31, -0.28], [0.15, -0.44, -0.06], [-0.16, 0.15, 0.26], [-0.10, 0.04, -0.19], [0.28, -0.34, 0.12], [-0.03, 0.01, -0.10], [0.00, 0.22, 0.12], [-0.13, -0.19, -0.01], [-0.06, 0.02, 0.09], [0.50, 0.31, -0.29], [-0.05, -0.07, -0.03], [-0.08, -0.06, 0.02], [0.42, 0.19, 0.15], [0.02, 0.11, -0.24], [0.00, 0.15, 0.07], [-0.22, -0.31, -0.06], [-0.11, -0.32, -0.09], [0.20, 0.36, 0.16], [-1.91, 0.58, 0.03], [0.49, -0.19, -0.24], [0.11, -0.08, -0.25], [0.10, -0.04, -0.08], [0.13, -0.01, 0.06], [-0.16, 0.03, 0.04], [-0.11, 0.13, -0.03], [0.05, 0.29, -0.43], [0.12, 0.06, -0.19], [-0.02, -0.13, 0.09], [-0.02, 0.09, 0.23], [0.00, 0.04, -0.22], [0.13, 0.12, -0.25], [-0.22, 0.15, 0.06], [-0.07, -0.01, 0.16], [-0.01, 0.02, 0.33], [-0.02, -0.21, -0.01], [-0.02, 0.15, 0.09], [-0.13, 0.11, -0.09], [0.05, 0.12, -0.04], [0.11, 0.06, 0.02], [-0.09, -0.16, 0.03], [0.12, -0.13, 0.10], [-0.19, -0.19, 0.12], [-0.02, -0.08, -0.04], [-0.05, 0.04, -0.09], [0.53, -0.33, -0.09], [0.73, -0.04, 0.03], [-0.24, 0.18, 0.16], [-0.11, 0.04, -0.11], [0.02, -0.23, -0.21], [-0.20, 0.01, 0.13], [-0.01, -0.07, 0.19], [0.22, 0.24, -0.20], [0.00, -0.14, 0.06], [0.03, -0.08, 0.05], [0.04, -0.08, 0.11], [0.03, 0.24, 0.07], [-0.06, -0.14, 0.03], [-0.03, -0.02, -0.54], [-0.12, -0.01, 0.15], [0.22, -0.10, -0.16], [-0.05, 0.00, 0.01], [-0.02, -0.01, 0.06], [-0.08, 0.00, 0.06], [-0.01, -0.02, 0.11], [0.21, 0.22, 0.06], [0.13, -0.16, 0.05], [-0.01, 0.10, -0.04], [0.36, -0.23, 0.31], [0.10, -0.32, -0.34], [-0.33, 0.02, 0.31], [0.51, -0.03, 0.05], [-0.17, -0.08, -0.24], [-0.12, 0.12, -0.06], [-0.31, 0.08, 0.13], [-0.07, 0.19, 0.11], [-0.25, -0.08, 0.10], [0.13, 0.14, -0.03], [-0.11, 0.05, 0.10], [0.10, -0.16, -0.03], [-0.28, 0.19, 0.11], [0.03, -0.13, -0.07], [0.03, -0.04, -0.02], [0.06, 0.05, 0.07], [0.01, -0.02, -0.04], [0.10, 0.01, -0.03], [-0.14, 0.01, -0.11], [0.12, 0.04, 0.05], [-0.14, -0.04, 0.13], [0.09, -0.02, 0.18], [-0.24, -0.06, -0.16], [0.07, 0.01, 0.09], [0.05, -0.02, -0.02], [-0.02, 0.05, 0.03], [0.10, 0.05, -0.12], [0.04, 0.10, -0.03], [-0.03, -0.11, -0.14], [0.03, 0.16, 0.05], [-0.04, 0.03, 0.18], [-0.14, -0.15, -0.04], [0.12, 0.24, 0.00], [-0.08, -0.08, 0.04], [-0.03, -0.04, -0.03], [0.11, -0.01, -0.01], [-0.03, -0.02, -0.03], [0.09, -0.06, -0.05], [-0.10, 0.15, -0.05], [0.10, -0.08, 0.02], [0.01, -0.15, -0.01], [-0.17, 0.10, -0.03], [0.21, -0.07, 0.13], [-0.12, 0.07, -0.06], [-0.06, 0.04, -0.03], [0.07, -0.03, -0.07], [-0.06, 0.03, 0.00], [0.04, 0.10, -0.05], [-0.02, -0.02, 0.18], [0.06, 0.02, -0.11], [0.17, -0.03, -0.01], [-0.11, -0.12, -0.09], [0.14, 0.15, 0.17], [-0.07, -0.08, -0.03], [-0.02, -0.04, 0.01], [0.08, 0.06, -0.13], [-0.06, -0.05, 0.02], [-0.08, 0.07, -0.05], [0.00, -0.02, 0.18], [0.00, 0.06, -0.09], [-0.24, 0.05, -0.34], [0.19, -0.05, -0.08], [-0.18, 0.22, 0.00], [-0.03, -0.20, -0.22], [0.20, 0.19, -0.07], [-0.03, 0.00, 0.29], [0.11, 0.00, 0.00], [-0.09, -0.24, 0.14], [0.06, 0.18, 0.00], [-0.01, -0.06, 0.05]]
}